[1]
Molecular formula: C5H25NO8
Method: DFT, ωB97M-V/def2-TZVPD

Structure (XYZ):
```
39
Properties=species:S:1:pos:R:3:forces:R:3:mulliken_spin:R:1
C 0.160 -0.146 1.170 0.53 -1.17 -1.14 0.048
N 0.302 0.592 -1.797 -0.23 -0.78 -1.99 0.310
C 0.897 -0.508 -1.344 0.35 1.13 1.66 0.175
C 0.864 -0.858 0.015 0.05 -0.39 0.24 0.297
C 1.493 -2.162 0.344 -0.84 -0.04 0.23 0.026
C 2.339 -2.326 1.363 0.29 1.80 -0.18 0.107
H -0.611 0.590 1.044 -0.71 0.24 -1.01 0.003
H 0.896 0.470 1.651 0.81 -0.28 0.99 0.007
H -0.240 -0.985 1.736 0.25 0.57 0.79 0.001
H -0.299 1.201 -1.274 -0.11 -0.18 0.99 -0.031
H -0.038 0.549 -2.772 0.57 0.15 0.20 -0.005
H 1.676 -1.019 -1.912 -0.86 -0.08 -0.71 0.012
H 1.055 -3.009 -0.204 0.31 0.19 0.14 0.032
H 2.806 -1.390 1.720 -0.39 -0.67 0.34 0.015
H 2.676 -3.238 1.796 0.16 -0.72 -0.23 -0.004
H -2.695 -0.469 -3.023 -0.08 0.03 -0.05 0.000
H -2.315 1.011 -3.024 -0.46 -0.23 -0.19 -0.001
O -2.028 0.148 -3.350 0.40 0.28 0.18 0.004
H -1.987 0.248 4.410 0.02 -0.13 0.32 0.000
H -0.666 -0.361 4.976 -0.25 -0.01 0.16 0.000
O -1.037 0.195 4.285 0.22 0.13 -0.55 0.000
H 0.143 -3.528 -2.258 0.06 -0.44 -0.35 -0.001
H -1.115 -2.913 -1.768 -0.49 -0.41 -0.10 0.001
O -0.811 -3.667 -2.299 0.36 0.82 0.46 0.001
H 3.328 1.512 1.490 -0.92 -0.43 -0.57 0.000
H 4.339 0.917 2.239 -0.64 -1.34 0.15 0.000
O 3.463 0.625 1.877 1.57 1.86 0.29 0.001
H 2.190 3.005 -0.398 0.06 -0.01 -0.13 -0.001
H 2.934 1.769 -0.963 -0.02 0.05 -0.12 0.000
O 3.028 2.531 -0.386 -0.04 0.02 0.35 0.000
H -1.245 4.425 -0.347 0.31 0.17 -0.38 0.000
H -0.913 3.549 -1.650 0.18 0.89 0.04 0.000
O -1.436 3.631 -0.851 -0.44 -1.15 0.19 0.000
H -2.621 0.919 -0.723 -0.16 -0.27 0.22 -0.001
H -3.451 2.129 -0.971 -0.30 0.07 0.16 0.000
O -3.543 1.175 -0.834 0.46 0.34 -0.30 0.000
H -1.885 -1.132 0.387 -0.53 -0.22 0.35 0.002
H -3.057 -1.694 1.243 0.12 0.10 -0.15 0.000
O -2.594 -1.790 0.401 0.42 0.09 -0.29 0.001
```
Forces are in eV/Å.

As for the spin multiplicity: 2. The net charge is +1. The value obtained for the strongest force on any atom is 2.45 eV Å⁻¹. As for the LUMO energy (spin up / spin down): -3.62 / -6.68 eV. The value obtained for the HOMO energy (spin up / spin down) is -13.444 / -14.155 eV. As for the relative energy (zero: lowest compared OMol25 entry of this formula, charge and spin): 140.6 kJ/mol. As for the total energy: -861.82595 a.u.

***

[2]
Molecular formula: C5H25NO9
Method: DFT, ωB97M-V/def2-TZVPD

Structure (XYZ):
```
40
Properties=species:S:1:pos:R:3:forces:R:3:lowdin_charge:R:1
C 2.979 -0.069 1.574 1.08 1.14 -2.07 -0.083
C 2.192 -0.421 0.252 2.02 -0.02 2.07 -0.196
N 0.789 -0.467 0.596 -0.97 0.73 -1.66 0.074
C -0.110 0.054 -0.288 1.57 2.12 0.58 -0.429
O 0.330 0.422 -1.398 -0.21 -0.66 -0.15 -0.054
C -1.465 0.582 0.099 -1.68 -0.47 1.43 -0.078
C -2.633 0.246 -0.933 3.15 0.88 0.84 -0.200
O -2.310 0.878 -2.149 -0.64 0.00 -0.40 -0.066
H 2.693 0.899 1.940 -1.28 0.04 0.95 0.049
H 3.099 -0.897 2.214 -0.41 -0.66 1.23 0.050
H 4.015 0.288 1.393 -0.16 -0.88 -0.75 0.082
H 2.556 -1.462 0.007 -0.33 1.36 -0.77 0.131
H 2.417 0.454 -0.395 -0.33 -1.31 -0.30 0.112
H 0.571 -0.534 1.563 -0.65 -0.45 0.48 0.078
H -1.414 1.673 0.296 0.33 -0.43 -0.81 0.131
H -1.774 0.247 1.103 0.15 -0.39 -0.31 0.103
H -2.626 -0.819 -1.002 -0.52 -0.75 -0.42 0.086
H -3.544 0.592 -0.490 -0.63 0.32 -0.21 0.119
H -1.487 0.466 -2.466 -0.36 0.10 0.11 0.051
O -2.491 -2.360 0.807 -0.19 -0.66 -0.37 -0.083
H -1.751 -1.886 0.412 0.03 0.21 0.50 -0.013
H -2.426 -3.138 0.220 -0.38 0.27 0.47 0.040
O 2.343 2.970 0.498 -1.14 -0.34 -1.24 -0.074
H 3.174 3.074 0.028 0.13 0.10 0.01 0.039
H 1.677 2.930 -0.254 1.03 0.40 1.16 0.024
O 0.565 3.294 -1.830 -0.33 -0.55 -0.06 -0.063
H 0.209 2.382 -1.784 0.14 0.29 -0.17 0.017
H 0.049 3.727 -2.521 0.11 -0.02 0.23 0.056
O -1.011 -3.455 -0.986 0.11 -0.52 0.15 -0.040
H -0.745 -4.367 -1.166 0.17 0.51 -0.28 0.071
H -0.593 -2.851 -1.608 0.04 -0.38 -0.58 0.020
O -0.813 -1.423 2.613 0.02 -3.00 1.88 -0.095
H -0.247 -1.932 3.243 0.41 1.44 -0.16 0.076
H -1.393 -2.236 2.545 -0.38 1.67 -1.15 0.070
O -0.237 2.212 2.854 -0.13 0.09 0.41 -0.039
H -0.029 1.422 2.356 0.05 -0.05 -0.18 -0.012
H -0.429 2.896 2.209 0.13 0.05 -0.14 0.035
O -0.318 -1.383 -3.165 -0.24 -0.67 0.09 -0.059
H -0.007 -0.963 -3.975 0.16 -0.06 0.38 0.062
H 0.196 -1.044 -2.409 0.13 0.57 -0.80 0.009
```
Forces are in eV/Å.

Its SMILES is CCNC(=O)CCO.O.O.O.O.O.O.O. As for the spin multiplicity: 1. The net charge is 0. The value obtained for the strongest force on any atom is 3.53 eV Å⁻¹. As for the LUMO energy: 0.24 eV. The value obtained for the HOMO energy is -9.870 eV. As for the relative energy (zero: lowest compared OMol25 entry of this formula, charge and spin): 192.8 kJ/mol. As for the total energy: -937.39061 a.u.

***

[3]
Molecular formula: C5H25O10
Method: DFT, ωB97M-V/def2-TZVPD

Structure (XYZ):
```
40
Properties=species:S:1:pos:R:3:forces:R:3:lowdin_charge:R:1
O -2.623 -1.292 -2.868 0.06 0.36 0.32 0.020
C -2.369 -0.846 -1.767 -0.09 -1.02 -0.76 -0.262
C -1.823 -1.700 -0.655 -0.22 -0.59 -0.60 -0.166
C -0.327 -1.406 -0.445 -0.46 0.54 0.69 -0.177
C 0.167 -1.796 0.955 0.14 0.26 -0.55 -0.182
C -0.248 -3.194 1.336 -0.36 -0.82 0.31 -0.287
O -1.594 -3.270 1.751 -0.84 0.40 0.40 -0.129
H -2.549 0.223 -1.576 0.15 0.18 0.25 0.124
H -1.978 -2.773 -0.900 0.03 0.69 -0.02 0.127
H -2.438 -1.519 0.221 0.22 0.29 0.34 0.099
H -0.197 -0.320 -0.543 0.31 -0.15 -0.22 0.112
H 0.255 -1.925 -1.208 -0.01 0.14 -0.11 0.115
H 1.256 -1.718 0.971 0.02 0.08 0.05 0.115
H -0.230 -1.058 1.664 0.19 -0.30 0.03 0.099
H -0.205 -3.883 0.457 0.43 0.41 0.50 0.122
H 0.375 -3.612 2.154 0.07 0.21 -0.47 0.111
H 1.203 1.741 -2.654 0.15 0.08 -0.21 -0.008
H 0.427 0.709 -3.485 0.43 0.03 -0.17 0.042
O 1.306 1.121 -3.452 -0.67 -0.06 0.19 -0.118
H -0.843 3.904 0.290 -0.12 -0.36 0.16 0.014
H -1.362 1.923 1.544 0.04 0.08 -0.02 0.010
O -0.691 2.949 0.244 0.59 0.45 -0.47 -0.226
H -0.396 1.555 2.636 -0.76 -0.20 0.06 0.047
H -1.963 -0.123 2.767 -0.54 -0.51 0.05 0.024
O -1.352 1.469 2.420 0.94 0.02 0.05 -0.092
H 0.145 2.877 -0.554 -0.55 -0.41 0.41 -0.009
H 1.238 3.625 -1.760 0.12 -0.10 -0.10 0.024
O 1.093 2.727 -1.442 -0.04 0.35 0.25 -0.276
H 1.135 2.593 1.736 0.34 0.08 0.17 -0.004
H 2.486 1.974 1.480 -0.07 0.02 0.37 -0.010
O 1.926 2.298 2.226 -0.56 -0.01 -0.47 -0.107
H 3.377 0.916 -0.580 0.00 -0.07 0.01 0.018
H 2.444 2.164 -0.603 0.63 -0.39 0.38 0.021
O 3.200 1.723 -0.082 -0.57 0.35 -0.69 -0.111
H 2.938 -1.384 -2.790 0.15 0.13 0.16 0.021
H 2.625 0.101 -2.946 0.13 -0.16 0.23 -0.009
O 3.276 -0.519 -2.528 -0.23 -0.02 -0.25 -0.101
H -1.900 -2.421 2.176 0.62 -0.82 -0.29 0.032
H -3.364 -0.833 2.855 0.12 0.11 0.03 0.056
O -2.421 -0.999 2.954 0.18 0.74 -0.01 -0.080
```
Forces are in eV/Å.

As for the spin multiplicity: 1. The net charge is -1. The value obtained for the strongest force on any atom is 1.28 eV Å⁻¹. As for the LUMO energy: 2.98 eV. The value obtained for the HOMO energy is -6.872 eV. As for the relative energy (zero: lowest compared OMol25 entry of this formula, charge and spin): 28.5 kJ/mol. As for the total energy: -958.00748 a.u.

***

[4]
Molecular formula: C5H26N2O6
Method: DFT, ωB97M-V/def2-TZVPD

Structure (XYZ):
```
39
Properties=species:S:1:pos:R:3:forces:R:3:lowdin_charge:R:1
C -2.064 -2.445 -0.133 0.53 2.19 1.54 -0.060
C -1.688 -1.523 -1.361 -1.57 -1.54 0.67 -0.369
C -2.995 -0.997 -2.003 -0.06 -0.20 0.65 -0.067
C -0.743 -0.367 -1.094 2.06 0.02 -0.27 -0.190
N 0.698 -0.776 -1.255 -1.19 0.85 0.44 -0.050
C 1.559 -0.598 -0.106 -0.60 -2.29 -1.16 -0.314
N 1.225 -1.487 0.990 -0.46 -0.55 1.05 0.032
H -3.105 -2.326 0.186 0.07 -0.23 -0.37 0.066
H -1.779 -3.481 -0.085 0.06 -0.46 -0.76 0.064
H -1.515 -2.002 0.715 -0.21 -0.20 0.09 0.041
H -1.222 -2.300 -1.985 0.15 0.93 -0.64 0.122
H -3.211 -1.570 -2.885 0.02 0.35 -0.93 0.068
H -2.959 0.089 -2.110 0.05 -0.19 -0.69 0.075
H -3.890 -1.171 -1.405 0.19 -0.07 0.45 0.061
H -0.838 0.411 -1.844 -0.63 0.02 -0.19 0.076
H -0.841 0.157 -0.128 -0.35 -0.51 -0.06 0.132
H 0.724 -1.685 -1.679 0.38 -0.35 0.20 0.092
H 1.508 0.441 0.134 0.02 0.32 0.44 0.061
H 2.517 -0.888 -0.542 0.53 0.37 0.71 0.120
H 0.291 -1.818 1.139 -0.29 0.40 -0.64 0.023
H 1.809 -1.984 1.639 0.93 0.55 -0.46 0.067
O 0.224 -0.443 4.134 -0.12 0.67 0.07 -0.049
H 0.208 -1.339 3.795 -0.29 -0.08 0.17 0.049
H -0.496 -0.259 4.733 -0.45 -0.62 0.16 0.049
O 2.429 0.372 3.333 1.15 0.34 -0.79 -0.069
H 1.966 0.665 4.104 -0.21 -0.01 0.80 0.005
H 1.798 0.580 2.642 -0.01 -0.29 -0.34 -0.004
O 1.085 3.553 -1.796 0.30 0.10 0.06 -0.070
H 1.947 3.240 -1.468 -0.18 0.29 -0.45 -0.005
H 0.947 3.036 -2.597 -0.35 -0.03 0.14 -0.009
O 0.092 1.469 -3.859 0.14 0.19 -0.08 -0.046
H 1.036 1.582 -4.016 0.01 -0.28 -0.05 0.045
H -0.325 1.853 -4.637 -0.07 0.02 -0.02 0.050
O -0.821 2.539 3.312 0.13 -0.42 0.14 -0.052
H -0.154 1.842 3.248 0.00 0.15 -0.09 0.000
H -1.525 2.086 3.788 -0.17 0.21 -0.06 0.030
O 2.822 2.068 -0.423 1.78 2.27 -1.13 -0.044
H 1.952 2.202 -0.085 -0.61 -1.13 0.75 0.026
H 3.337 1.275 -0.399 -0.70 -0.78 0.63 0.045
```
Forces are in eV/Å.

Its SMILES is CC(C)CNCN.O.O.O.O.O.O. As for the spin multiplicity: 1. The net charge is 0. The value obtained for the strongest force on any atom is 3.10 eV Å⁻¹. As for the LUMO energy: 0.14 eV. The value obtained for the HOMO energy is -8.442 eV. As for the relative energy (zero: lowest compared OMol25 entry of this formula, charge and spin): 317.2 kJ/mol. As for the total energy: -766.94836 a.u.

***

[5]
Molecular formula: C5H26N2O7
Method: DFT, ωB97M-V/def2-TZVPD

Structure (XYZ):
```
40
Properties=species:S:1:pos:R:3:forces:R:3:lowdin_charge:R:1
C 1.826 1.587 1.359 0.47 -3.23 -3.18 -0.068
C 0.621 0.658 0.878 1.26 3.18 1.70 -0.363
N 0.376 -0.411 1.904 -1.69 0.71 -0.62 0.033
C -0.496 1.791 0.794 -0.17 -0.85 -0.53 -0.209
N -1.480 1.267 -0.141 -1.73 1.76 -1.15 -0.131
C -2.494 0.437 0.533 -0.55 -1.43 -1.67 -0.153
C -2.502 -1.032 -0.252 -2.95 2.08 1.94 -0.221
O -1.855 -1.991 0.497 -0.84 -2.28 0.88 -0.128
H 2.539 0.958 1.827 0.90 -0.56 0.58 0.046
H 1.568 2.340 2.013 -0.71 1.83 1.14 0.041
H 2.279 1.893 0.384 -0.21 0.62 1.07 0.088
H 0.930 0.315 -0.171 -1.01 -0.07 1.66 0.134
H -0.153 0.077 2.702 1.11 -0.98 -1.42 0.107
H -0.316 -1.046 1.444 0.66 0.36 0.81 0.041
H -1.087 1.967 1.762 1.57 -0.05 -0.71 0.130
H -0.017 2.761 0.448 -0.80 -1.27 0.23 0.133
H -1.999 2.029 -0.671 1.06 -1.10 1.11 0.143
H -3.483 0.909 0.346 0.42 -0.45 0.35 0.111
H -2.357 0.346 1.664 -0.05 -0.01 -1.67 0.108
H -3.608 -1.322 -0.362 1.49 0.43 -0.22 0.137
H -2.040 -0.959 -1.214 0.15 0.40 -0.64 0.073
H -2.590 -2.550 0.888 1.75 0.88 -0.32 0.124
O 0.510 -1.894 -2.161 -2.20 -2.39 -2.07 -0.002
H 1.381 -1.686 -2.391 1.97 1.28 0.63 -0.011
H 0.026 -1.550 -1.447 0.34 1.04 1.52 -0.023
O 3.108 -0.209 -2.310 1.36 2.01 2.07 -0.105
H 2.603 0.533 -1.879 -0.35 -0.91 -1.11 0.024
H 3.982 0.113 -1.928 -0.97 -1.26 -1.05 0.084
O -0.683 0.714 -3.215 -2.67 2.34 4.13 -0.084
H -0.979 0.534 -2.207 1.25 0.39 -3.27 0.093
H -0.450 -0.048 -3.664 0.56 -2.91 -0.75 -0.003
O 3.236 -1.947 2.238 1.12 -0.61 0.83 -0.054
H 2.335 -1.737 2.442 -0.92 0.48 -0.31 -0.016
H 3.428 -1.721 1.337 -0.28 0.22 -0.59 0.013
O 1.568 1.868 -3.246 0.48 -0.19 -0.92 -0.115
H 0.630 1.710 -3.499 0.46 0.10 0.64 -0.006
H 2.039 1.220 -3.810 -0.14 0.63 0.56 0.038
O -2.536 -1.956 3.143 0.50 0.32 -0.02 -0.054
H -1.942 -1.277 2.779 -0.52 -0.15 0.12 -0.008
H -1.918 -2.691 3.185 -0.10 -0.38 0.26 0.050
```
Forces are in eV/Å.

Its SMILES is C[C@@H](N)CNCCO.O.O.O.O.O.O. As for the spin multiplicity: 1. The net charge is 0. The value obtained for the strongest force on any atom is 5.44 eV Å⁻¹. As for the LUMO energy: 0.38 eV. The value obtained for the HOMO energy is -9.355 eV. As for the relative energy (zero: lowest compared OMol25 entry of this formula, charge and spin): 369.6 kJ/mol. As for the total energy: -842.18032 a.u.

***

[6]
Molecular formula: C5H26N2O8
Method: DFT, ωB97M-V/def2-TZVPD

Structure (XYZ):
```
41
Properties=species:S:1:pos:R:3:forces:R:3:lowdin_charge:R:1
C -2.883 -2.354 -1.459 -0.01 0.23 0.07 -0.104
C -1.710 -1.486 -1.913 -0.01 0.16 0.65 -0.235
C -0.416 -1.837 -1.148 -0.01 0.85 -0.31 -0.141
C -0.017 -0.823 -0.079 -0.29 -1.03 1.99 -0.331
N -0.068 0.550 -0.503 -0.73 -0.14 -0.89 0.060
C 1.358 -1.152 0.543 0.35 0.55 -0.12 -0.488
N 1.439 -0.969 1.883 0.02 -0.37 -0.22 0.197
O 2.342 -1.424 -0.128 -0.10 -0.15 -0.19 0.036
H -3.799 -2.124 -2.005 0.07 -0.16 -0.12 0.073
H -2.613 -3.392 -1.575 -0.16 -0.49 -0.27 0.067
H -3.134 -2.237 -0.401 0.19 0.26 0.03 0.058
H -1.963 -0.441 -1.712 0.10 0.00 -0.22 0.086
H -1.542 -1.589 -2.983 -0.11 -0.03 -0.06 0.104
H 0.446 -1.911 -1.794 0.20 -0.16 -0.49 0.111
H -0.555 -2.804 -0.686 0.20 -0.36 0.27 0.114
H -0.683 -0.985 0.782 -0.36 0.44 -0.20 0.109
H 0.475 0.598 -1.361 0.21 0.58 0.29 0.069
H 0.176 1.266 0.177 0.71 -0.38 -0.03 0.062
H 2.346 -1.027 2.310 0.07 -0.01 -0.05 0.117
H 0.672 -0.684 2.467 -0.05 0.08 0.06 0.049
O 1.718 2.309 1.014 -0.41 -0.11 0.16 -0.075
H 1.889 3.241 1.178 0.28 -0.19 -0.20 0.045
H 2.429 1.915 0.465 0.17 0.42 0.21 0.000
O 3.593 1.217 -0.724 0.35 -0.40 0.17 -0.072
H 2.856 0.950 -1.296 0.00 -0.12 -0.12 0.000
H 4.068 0.383 -0.562 -0.31 0.36 0.08 0.066
O -3.016 -1.468 2.178 -0.10 0.11 0.03 -0.051
H -2.235 -1.974 1.924 -0.04 0.00 0.14 0.042
H -2.861 -1.198 3.093 0.16 -0.16 -0.02 0.054
O -0.668 0.278 3.527 0.04 -0.08 -0.13 -0.075
H -0.819 0.715 2.666 -0.38 0.14 0.27 0.011
H -0.923 0.946 4.170 0.09 -0.01 0.03 0.058
O 1.871 1.642 -2.724 -0.53 0.23 -0.26 -0.074
H 1.002 2.089 -2.850 0.41 -0.24 0.11 0.023
H 2.502 2.340 -2.528 0.03 0.16 -0.13 0.052
O -2.293 1.223 1.511 0.00 -0.28 -0.06 -0.075
H -1.973 1.203 0.595 -0.12 -0.16 0.12 0.019
H -2.672 0.332 1.687 0.15 0.44 -0.39 0.014
O -0.753 2.503 -2.480 0.07 0.47 -0.39 -0.050
H -0.948 2.064 -1.645 -0.17 -0.36 0.07 0.012
H -1.522 2.412 -3.050 0.00 -0.05 0.13 0.062
```
Forces are in eV/Å.

Its SMILES is CCC[C@H](N)C(N)=O.O.O.O.O.O.O.O. As for the spin multiplicity: 1. The net charge is 0. The value obtained for the strongest force on any atom is 2.26 eV Å⁻¹. As for the LUMO energy: 0.39 eV. The value obtained for the HOMO energy is -9.180 eV. As for the relative energy (zero: lowest compared OMol25 entry of this formula, charge and spin): 16.1 kJ/mol. As for the total energy: -917.58874 a.u.

***

The lowest relative energy (zero: lowest compared OMol25 entry of this formula, charge and spin) belongs to which entry?
C5H26N2O8